1.
A 2-piece molecular cluster, C4H6NO2 overall in a non-equilibrium geometry. Source: the OMol25 dataset; level of theory: ωB97M-V with the def2-TZVPD basis set.

The geometry in XYZ format:
```
13
Properties=species:S:1:pos:R:3:forces:R:3
C -2.937809 -0.037521 0.224090 -1.051 -0.882 -0.654
C -0.050779 0.454698 -0.965646 0.716 -0.989 1.661
C 0.554522 -0.083122 0.301388 -1.690 -0.259 0.973
C 1.989653 -0.456655 0.359346 0.110 1.358 1.611
N -0.328435 -0.935241 -0.408167 -0.834 1.702 -0.151
O -3.588336 -0.712509 -0.484778 0.849 0.212 0.185
O -2.634892 0.748258 1.019608 0.709 0.423 0.394
H -0.677013 1.329596 -0.766246 -0.386 -0.131 -0.431
H 0.644016 0.549662 -1.800526 -0.128 0.109 -0.240
H 0.287649 0.394971 1.338455 -0.283 -0.440 -1.404
H 2.226990 -0.459497 -0.696822 1.016 -1.257 -0.030
H 2.133297 -1.323538 1.131560 0.259 1.326 -1.946
H 2.381135 0.530896 0.747740 0.713 -1.173 0.032
```
Positions in Å, forces in eV/Å.

Output
Largest force on an atom ... 0.046 Eh/bohr
Multiplicity ... 1
Energy ... -361.1980 Ha
Charge ... -1
E_HOMO ... -1.90 eV
Kohn-Sham gap ... 5.7 eV

***

2.
An isolated ion of composition C4H6NO2 and charge +1 in a non-equilibrium geometry. Source: the OMol25 dataset; level of theory: ωB97M-V with the def2-TZVPD basis set.

The geometry in XYZ format:
```
13
Properties=species:S:1:pos:R:3:forces:R:3
C 0.187210 -1.561805 1.435370 -0.436 -3.381 1.108
C 0.309756 0.292102 -0.325121 -0.403 1.645 -1.304
C 0.422700 -0.133893 1.053693 3.027 -0.101 0.031
C -0.008063 1.126882 -1.264408 0.310 -1.193 0.727
N 0.031676 1.868787 -2.379836 -0.188 -1.619 2.601
O 0.965819 -2.284579 1.998572 0.416 1.138 -0.541
O -1.083247 -1.978299 1.247894 -0.503 1.107 -0.832
H -0.180888 0.405956 1.728070 -0.799 1.304 0.640
H 1.547171 0.117455 1.371067 -2.153 -0.437 -0.760
H -1.020374 0.795821 -0.789367 -0.323 0.164 -0.279
H -0.775233 2.055845 -2.889025 -1.580 0.303 -0.777
H 0.873710 2.186973 -2.736113 1.918 0.573 -0.630
H -1.270237 -2.891243 1.549203 0.715 0.497 0.015
```
Positions in Å, forces in eV/Å.

Output
Largest force on an atom ... 0.070 Eh/bohr
Multiplicity ... 1
Energy ... -360.8702 Ha
Charge ... +1
E_HOMO ... -14.49 eV
Kohn-Sham gap ... 8.9 eV

***

3.
An isolated ion of composition C4H6NO2 and charge +1 in a non-equilibrium geometry. Source: the OMol25 dataset; level of theory: ωB97M-V with the def2-TZVPD basis set.

The geometry in XYZ format:
```
13
Properties=species:S:1:pos:R:3:forces:R:3
O -2.249773 0.674518 0.695297 0.423 -0.269 0.992
C -1.267727 1.021924 -0.160016 0.484 2.382 -4.006
N -0.055532 0.256732 -0.007902 2.182 1.054 1.773
C 0.035698 -1.021969 0.047440 3.837 -0.049 -1.115
C 1.442750 -1.341916 0.063477 -1.549 3.700 0.373
C 2.111672 -0.125772 0.137843 -1.428 -2.012 0.900
O 1.256629 0.880688 0.197899 -2.992 -0.419 -0.919
H -3.041523 0.494302 0.204134 -0.746 -0.206 -0.237
H -0.920065 2.097477 -0.101545 -0.602 -1.013 0.065
H -1.510216 0.789439 -1.309654 0.037 0.806 2.383
H -0.818953 -1.575824 -0.191691 -1.033 -1.056 0.192
H 1.871943 -2.247061 0.070552 1.335 -3.105 -0.019
H 3.145097 0.097462 0.354169 0.052 0.187 -0.381
```
Positions in Å, forces in eV/Å.

Output
Largest force on an atom ... 0.091 Eh/bohr
Multiplicity ... 1
Energy ... -360.8940 Ha
SMILES ... OC[n+]1ccco1
Charge ... +1
E_HOMO ... -15.36 eV
Kohn-Sham gap ... 10.4 eV

***

4.
An isolated ion of composition C4H6NO3 and charge +1 in a non-equilibrium geometry. Source: the OMol25 dataset; level of theory: ωB97M-V with the def2-TZVPD basis set.

The geometry in XYZ format:
```
14
Properties=species:S:1:pos:R:3:forces:R:3
N -1.850800 -0.740142 0.303261 -0.921 0.984 -0.477
C -1.600213 0.502948 -0.030055 -0.201 0.825 2.105
C -0.423747 1.228564 -0.224246 1.616 -1.255 -0.030
C 0.830464 0.687225 -0.116278 1.231 2.671 -0.228
O 1.801678 1.633724 -0.122178 -5.366 0.143 -0.400
C 1.324480 -0.737051 0.005316 2.231 1.528 -0.230
O 2.455655 -0.921769 0.378755 -0.978 -0.112 0.050
O 0.533005 -1.622051 -0.536673 -0.733 -0.628 -0.019
H -1.187258 -1.477868 0.303973 0.734 -0.341 -0.379
H -2.783246 -1.036767 0.537391 -0.309 0.325 0.066
H -2.291543 1.298005 0.232427 -1.470 -0.913 -0.546
H -0.458794 2.319629 -0.199123 -0.193 -0.448 -0.323
H 2.638622 1.320779 -0.029450 4.176 -1.981 0.581
H 1.011703 -2.455228 -0.503115 0.182 -0.798 -0.170
```
Positions in Å, forces in eV/Å.

Output
Largest force on an atom ... 0.105 Eh/bohr
Multiplicity ... 1
Energy ... -436.2164 Ha
SMILES ... [NH2+]=C/C=C(/O)C(=O)O
Charge ... +1
E_HOMO ... -14.75 eV
Kohn-Sham gap ... 8.8 eV

***

5.
C4H6NOP as an isolated structure in a non-equilibrium geometry. Source: the OMol25 dataset; level of theory: ωB97M-V with the def2-TZVPD basis set.

The geometry in XYZ format:
```
13
Properties=species:S:1:pos:R:3:forces:R:3
C -1.583897 -0.627821 0.090813 -3.447 -3.954 2.842
C -1.276424 0.227885 -0.923230 2.056 2.034 -0.250
C -0.735643 -1.450627 0.738599 0.264 0.525 0.145
C 0.014143 0.510376 -1.214168 -0.533 0.038 -1.096
N 2.036707 1.259719 0.853875 -4.073 -1.136 -3.552
O 0.605245 -1.523293 0.498467 -0.492 1.322 -0.711
P 1.378692 -0.352744 -0.563501 1.588 0.303 3.017
H -2.694204 -0.936733 0.361467 2.266 1.305 -0.624
H -2.037727 0.896058 -1.189246 -1.075 0.568 -1.327
H -1.173177 -2.053028 1.552416 0.988 -0.066 -0.473
H 0.268337 1.165855 -2.054767 -0.125 0.123 0.500
H 2.619844 1.017225 1.563636 2.093 -1.683 2.503
H 2.578105 1.867126 0.285639 0.488 0.622 -0.974
```
Positions in Å, forces in eV/Å.

Output
Largest force on an atom ... 0.116 Eh/bohr
Multiplicity ... 1
Energy ... -627.2667 Ha
E_HOMO (spin up / spin down) ... -7.97 / -7.97 eV
Kohn-Sham gap (spin up / spin down) ... 7.9 / 7.9 eV

***

6.
One molecule with the formula C4H6NOPS in a non-equilibrium geometry. Source: the OMol25 dataset; level of theory: ωB97M-V with the def2-TZVPD basis set.

The geometry in XYZ format:
```
14
Properties=species:S:1:pos:R:3:forces:R:3
H -2.698429 1.836807 0.470454 1.430 -0.945 -1.271
N -1.891609 1.516801 -0.158810 -1.523 -1.214 0.677
C -0.719799 2.135997 0.111178 -1.175 -0.927 -0.117
C 0.443556 1.552045 -0.080113 0.675 -0.798 -0.548
P 0.233637 -0.083589 -0.823762 1.266 0.171 0.699
C -1.519303 -0.429461 -0.369062 -0.796 3.440 0.422
S -2.767024 -1.366589 -0.503183 0.565 -0.084 0.116
O 1.113149 -0.903132 0.309204 0.030 1.460 -0.990
C 1.691251 -2.155539 0.075290 0.161 -1.728 0.983
H -0.648217 3.102347 0.492058 -0.728 1.722 0.854
H 1.280140 2.181555 0.221414 0.477 -0.986 -0.630
H 2.134423 -2.256974 1.142352 -0.676 -1.202 -1.904
H 2.572468 -2.319382 -0.680990 -1.773 0.971 1.013
H 0.775754 -2.810882 -0.206033 2.068 0.119 0.697
```
Positions in Å, forces in eV/Å.

Output
Largest force on an atom ... 0.069 Eh/bohr
Multiplicity ... 1
Energy ... -1025.4122 Ha
SMILES ... [H]/N=C/C=P(=C=S)OC
E_HOMO (spin up / spin down) ... -8.11 / -8.11 eV
Kohn-Sham gap (spin up / spin down) ... 7.2 / 7.2 eV